ORCA calculation (ωB97M-V/def2-TZVPD) on a 5-piece molecular cluster, C15H36FNO10 overall.

Positions of all 63 atoms, in Å:
H: -3.327 -1.773 0.357
C: -3.217 -2.873 0.125
H: 0.680 -1.110 2.898
H: -3.128 -3.316 1.137
O: -0.967 3.568 -0.236
C: -2.238 -2.645 -1.924
H: 0.434 -0.363 0.001
C: 1.234 -2.217 -2.602
H: -2.309 -1.620 -1.998
O: 1.162 4.014 -0.797
O: 0.114 -2.155 -2.123
O: 1.676 -2.084 1.161
H: 0.767 -3.385 -0.075
H: 1.886 2.540 3.431
H: 3.574 0.966 -2.684
H: 2.374 -1.187 -1.137
O: -3.389 0.680 0.341
C: -1.684 2.852 -2.270
O: -0.391 3.172 -2.274
H: -0.922 1.559 4.941
C: 1.184 2.493 2.691
O: 1.709 0.081 -2.784
O: 1.782 0.559 1.549
H: -1.122 0.389 0.879
H: -0.958 -2.970 -3.594
H: -0.452 -4.038 -2.273
C: -0.496 2.293 4.337
H: -1.898 1.769 -2.275
H: 1.576 -3.167 -2.098
O: 0.032 1.723 3.138
C: -2.243 3.520 -0.948
C: 1.782 -1.467 2.544
C: 2.280 -1.161 -2.255
H: -3.975 -3.295 -0.472
H: 0.781 3.523 2.430
H: 1.048 -2.649 -3.640
H: 3.309 -1.319 -2.522
C: -0.880 -3.028 -2.544
H: -0.290 -3.156 1.250
C: 2.526 1.240 -2.392
O: -2.072 -3.137 -0.616
H: -4.131 1.268 0.392
N: -0.681 -0.294 0.237
H: -3.284 2.981 -0.635
F: -2.359 3.352 -3.264
C: 2.607 -0.190 2.395
H: 2.716 0.340 3.355
H: -2.475 4.469 -0.901
C: 1.835 1.771 1.535
H: 2.038 2.156 -3.170
H: -2.960 -2.969 -2.603
H: -1.341 3.003 4.104
H: 3.576 -0.431 1.788
H: -0.923 -1.173 0.393
C: 0.759 -3.194 1.071
H: 0.227 2.804 4.895
C: 0.006 3.568 -1.069
H: 0.963 -4.083 1.651
H: -1.326 0.136 -0.477
H: 2.451 -2.051 3.115
H: 2.789 2.147 1.376
H: 2.346 1.515 -1.454
H: 1.237 2.079 0.587

E_HOMO: -7.3 eV
ΔE to the lowest compared entry with this formula, charge and spin: 38.7 kcal/mol
HOMO-LUMO gap: 8.0 eV
LUMO level: 0.02429 hartree

Charge distribution, Mulliken scheme, values in e:
1. H 0.24
2. C -0.79
3. H 0.17
4. H 0.21
5. O -0.29
6. C -0.89
7. H -0.16
8. C -0.99
9. H 0.33
10. O -0.61
11. O 0.11
12. O -0.22
13. H 0.10
14. H 0.57
15. H 0.36
16. H -0.02
17. O -0.90
18. C 0.48
19. O -0.27
20. H 0.28
21. C -0.90
22. O -0.32
23. O 0.30
24. H 0.32
25. H 0.48
26. H 0.40
27. C -0.91
28. H 0.09
29. H 0.33
30. O -0.29
31. C -0.33
32. C -0.68
33. C -0.24
34. H 0.43
35. H 0.39
36. H 0.44
37. H 0.63
38. C -0.75
39. H 0.38
40. C -0.38
41. O -0.34
42. H 0.08
43. N 0.58
44. H -0.01
45. F -0.33
46. C -0.53
47. H 0.31
48. H 0.52
49. C -0.05
50. H 0.10
51. H 0.73
52. H 0.25
53. H 0.29
54. H 0.12
55. C -0.92
56. H 0.39
57. C 0.78
58. H 0.44
59. H -0.06
60. H 0.59
61. H 0.65
62. H 0.03
63. H -0.71